Molecular formula: C33H54MgN4O3SSbSi
Method: DFT, the ωB97M-V functional and the def2-TZVPD basis

Frontier orbital gap: 8.415 eV
Largest force on an atom: 0.026 Eh/bohr
HOMO level: -10.358 eV

Geometry as ORCA input:
```
! wB97M-V def2-TZVPD RIJCOSX def2/J DEFGRID3
* xyz 1 1
Mg 0.249 0.186 0.406
C 2.841 -1.670 0.800
N 1.942 -0.800 1.539
C 2.661 0.395 1.962
C 2.874 1.331 0.804
C 3.666 2.466 0.932
C 3.845 3.277 -0.175
C 3.242 2.914 -1.371
C 2.452 1.780 -1.395
N 2.267 1.009 -0.332
C 1.364 -1.515 2.666
C 0.224 -0.749 3.264
C -0.380 -1.153 4.448
C -1.329 -0.324 5.022
C -1.600 0.897 4.420
C -0.997 1.182 3.206
N -0.134 0.360 2.630
C 2.132 -2.808 0.121
C 2.877 -3.840 -0.443
C 2.210 -4.893 -1.040
C 0.823 -4.899 -1.015
C 0.171 -3.825 -0.437
N 0.804 -2.787 0.098
H 3.612 -2.092 1.468
H 3.355 -1.078 0.036
H 3.636 0.138 2.412
H 2.065 0.926 2.710
H 4.128 2.704 1.880
H 4.449 4.170 -0.107
H 3.381 3.504 -2.260
H 1.952 1.465 -2.304
H 2.115 -1.712 3.452
H 0.992 -2.480 2.313
H -0.117 -2.095 4.901
H -1.822 -0.616 5.937
H -2.272 1.607 4.875
H -1.194 2.101 2.674
H 3.956 -3.800 -0.419
H 2.756 -5.702 -1.498
H 0.259 -5.715 -1.431
H -0.909 -3.791 -0.387
C -3.682 -0.651 1.981
C -3.401 -0.588 0.481
C -2.920 -1.952 -0.020
C -4.670 -0.174 -0.260
O -2.332 0.331 0.243
Si -2.488 1.984 0.122
S -0.458 2.470 -0.053
O -3.461 2.507 -1.058
C -3.327 2.746 -2.447
C -4.747 2.790 -3.014
C -2.616 4.084 -2.655
C -2.520 1.635 -3.111
O -3.221 2.477 1.483
C -3.867 3.708 1.808
C -3.174 4.885 1.131
C -5.331 3.626 1.374
C -3.774 3.845 3.331
H -4.557 -1.267 2.170
H -3.866 0.353 2.353
H -2.826 -1.073 2.506
H -3.692 -2.703 0.125
H -2.028 -2.241 0.533
H -2.677 -1.892 -1.080
H -5.458 -0.907 -0.102
H -4.468 -0.093 -1.324
H -5.019 0.788 0.098
H -5.333 3.552 -2.506
H -5.239 1.830 -2.873
H -4.714 3.020 -4.074
H -3.235 4.903 -2.300
H -2.396 4.236 -3.708
H -1.684 4.078 -2.094
H -2.940 0.660 -2.874
H -1.496 1.678 -2.744
H -2.529 1.775 -4.189
H -3.270 4.800 0.054
H -2.117 4.895 1.387
H -3.621 5.818 1.458
H -5.392 3.455 0.303
H -5.840 4.555 1.617
H -5.831 2.804 1.882
H -2.735 3.964 3.633
H -4.191 2.956 3.803
H -4.331 4.717 3.663
C 0.201 0.024 -4.642
Sb 0.246 -0.990 -2.716
C 2.170 -1.867 -3.216
C -0.926 -2.635 -3.522
H 0.681 -0.631 -5.364
H 0.728 0.972 -4.612
H -0.824 0.200 -4.947
H 2.026 -2.775 -3.794
H 2.734 -2.112 -2.326
H 2.738 -1.156 -3.809
H -0.453 -2.992 -4.430
H -1.928 -2.292 -3.756
H -0.985 -3.446 -2.807
*
```

---

Molecular formula: C33H54N4PSTc
Method: DFT, the ωB97M-V functional and the def2-TZVPD basis

Energy above the lowest of the compared OMol25 structures with the same formula, charge and spin: 0.841 eV
Frontier orbital gap (alpha / beta): 7.542 / 5.783 eV
Largest force on an atom: 0.013 Eh/bohr
Expectation value of S²: 3.7941
HOMO level (alpha / beta): -15.758 / -16.122 eV

Geometry as ORCA input:
```
! wB97M-V def2-TZVPD RIJCOSX def2/J DEFGRID3
* xyz 3 4
Tc 0.370 0.014 0.962
C -1.847 1.823 1.987
C -0.910 1.735 3.182
N 0.431 1.152 2.853
C 0.927 0.292 3.968
C 0.085 -0.956 4.185
S -0.530 -1.637 2.614
C -2.306 -1.182 2.678
C -2.722 -0.461 1.420
N -1.766 0.628 1.094
H -2.871 1.949 2.346
H -1.610 2.692 1.378
H -0.794 2.726 3.620
H -1.350 1.114 3.958
H 1.103 1.911 2.768
H 1.929 -0.027 3.706
H 0.994 0.876 4.889
H 0.712 -1.729 4.628
H -0.762 -0.817 4.855
H -2.868 -2.109 2.780
H -2.473 -0.589 3.575
H -2.716 -1.155 0.585
H -3.732 -0.057 1.526
H -2.028 0.962 0.170
C 4.137 1.966 1.381
C 4.143 0.457 1.123
C 4.319 -0.339 2.410
P 2.686 -0.040 0.122
C 2.928 0.874 -1.485
C 4.312 0.644 -2.097
C 1.851 0.540 -2.512
C 2.881 -1.753 -0.410
C 4.059 -2.393 -0.690
C 4.079 -3.626 -1.368
C 5.356 -4.335 -1.648
C 2.848 -4.162 -1.818
C 1.652 -3.565 -1.540
C 1.612 -2.369 -0.752
N 0.475 -1.824 -0.284
C -0.750 -2.546 -0.509
C -1.714 -2.005 -1.365
C -1.459 -0.746 -2.145
C -2.912 -2.683 -1.540
C -3.176 -3.890 -0.895
C -4.460 -4.628 -1.127
C -2.191 -4.413 -0.064
C -0.965 -3.783 0.132
C 0.070 -4.466 0.989
H 5.054 2.249 1.899
H 3.299 2.254 2.026
H 4.088 2.557 0.468
H 4.992 0.219 0.476
H 3.541 -0.100 3.129
H 5.267 -0.066 2.873
H 4.328 -1.417 2.242
H 2.850 1.930 -1.214
H 4.418 -0.371 -2.477
H 5.140 0.860 -1.424
H 4.416 1.317 -2.949
H 1.898 -0.512 -2.802
H 2.025 1.127 -3.415
H 0.846 0.756 -2.159
H 5.009 -1.944 -0.421
H 6.225 -3.710 -1.456
H 5.387 -4.691 -2.678
H 5.430 -5.223 -1.011
H 2.864 -5.076 -2.399
H 0.726 -3.994 -1.895
H -0.724 -0.919 -2.934
H -1.050 0.063 -1.527
H -2.373 -0.389 -2.617
H -3.653 -2.266 -2.213
H -5.255 -3.957 -1.447
H -4.782 -5.154 -0.230
H -4.324 -5.375 -1.911
H -2.368 -5.362 0.431
H -0.414 -5.050 1.770
H 0.754 -3.763 1.460
H 0.677 -5.159 0.403
C -0.895 4.664 -1.397
C 0.531 4.356 -0.912
C 0.954 5.311 0.216
C 1.531 4.404 -2.077
C 0.527 2.987 -0.365
N 0.515 1.921 0.064
H -0.892 5.664 -1.830
H -1.612 4.659 -0.575
H -1.220 3.963 -2.166
H 0.946 6.325 -0.182
H 1.962 5.094 0.571
H 0.260 5.276 1.057
H 1.510 5.413 -2.489
H 1.264 3.706 -2.870
H 2.550 4.204 -1.743
*
```

---

Molecular formula: C33H55PPtSe2
Method: DFT, the ωB97M-V functional and the def2-TZVPD basis

Energy above the lowest of the compared OMol25 structures with the same formula, charge and spin: 1.205 eV
Frontier orbital gap (alpha / beta): 4.851 / 4.854 eV
Largest force on an atom: 0.023 Eh/bohr
HOMO level (alpha / beta): -19.924 / -19.925 eV

Geometry as ORCA input:
```
! wB97M-V def2-TZVPD RIJCOSX def2/J DEFGRID3
* xyz 4 1
Pt 0.034 0.011 0.213
C 4.300 0.468 0.495
Se 2.444 1.092 0.424
C 2.348 2.283 -1.114
C 1.411 3.447 -0.796
Se -0.038 2.808 0.387
C -1.140 4.411 0.698
H 4.621 0.045 -0.451
H 4.356 -0.257 1.302
H 4.860 1.366 0.750
H 1.977 1.719 -1.965
H 3.368 2.592 -1.345
H 0.984 3.820 -1.724
H 1.889 4.268 -0.266
H -0.496 5.096 1.243
H -1.983 4.103 1.311
H -1.470 4.815 -0.254
C -6.668 1.543 -0.703
C -5.797 2.188 0.416
C -6.504 2.125 1.761
C -4.448 1.581 0.360
C -3.653 1.728 -0.803
C -2.535 0.993 -1.017
C -1.878 1.130 -2.367
C -2.750 0.684 -3.558
C -0.567 0.400 -2.476
C -2.074 -0.045 0.004
C -2.692 0.214 1.376
C -3.863 0.898 1.452
C -2.051 -0.116 2.705
C -2.852 -1.130 3.546
C -0.559 -0.423 2.642
C -2.401 -1.397 -0.686
C -3.698 -1.593 -1.147
C -4.027 -2.680 -1.947
C -3.038 -3.559 -2.361
C -1.745 -3.401 -1.891
C -1.415 -2.355 -1.017
P 0.176 -2.406 -0.171
C -0.059 -3.763 1.189
C -0.401 -5.043 0.388
C -1.268 -3.543 2.094
C 1.218 -3.930 2.015
C 1.725 -2.720 -1.235
C 1.714 -1.791 -2.449
C 2.964 -2.470 -0.365
C 1.852 -4.164 -1.766
H -7.612 2.084 -0.733
H -6.877 0.501 -0.457
H -6.211 1.602 -1.690
H -5.652 3.239 0.115
H -6.711 1.095 2.058
H -7.462 2.636 1.683
H -5.942 2.623 2.553
H -4.001 2.405 -1.576
H -1.699 2.204 -2.475
H -2.960 -0.384 -3.516
H -2.233 0.896 -4.494
H -3.692 1.229 -3.579
H -0.676 -0.666 -2.622
H 0.068 0.554 -1.479
H 0.127 0.803 -3.215
H -4.341 1.010 2.418
H -2.123 0.827 3.259
H -3.126 -2.021 2.990
H -3.767 -0.664 3.905
H -2.281 -1.423 4.428
H -0.308 -1.452 2.411
H -0.017 -0.158 3.557
H 0.005 0.335 1.979
H -4.476 -0.886 -0.890
H -5.050 -2.818 -2.271
H -3.273 -4.377 -3.029
H -0.997 -4.121 -2.188
H -1.438 -5.042 0.063
H -0.289 -5.842 1.126
H 0.243 -5.291 -0.442
H -2.133 -3.154 1.555
H -1.058 -2.943 2.973
H -1.552 -4.526 2.476
H 2.011 -4.429 1.464
H 0.976 -4.567 2.868
H 1.597 -2.986 2.413
H 1.817 -0.739 -2.178
H 0.836 -1.937 -3.076
H 2.583 -2.046 -3.057
H 2.875 -1.598 0.273
H 3.810 -2.318 -1.037
H 3.204 -3.325 0.260
H 1.037 -4.475 -2.417
H 2.007 -4.893 -0.978
H 2.760 -4.161 -2.373
*
```